{"formula": "C14H28Cl2O2PdSi", "method": "ωB97M-V/def2-TZVPD", "total_charge": -2, "orbital_gap_ev": [2.638, 4.954], "spin_multiplicity": 5, "total_energy_ev": -55465.968, "homo_ev": [2.639, -1.907], "symbols": ["C", "H", "C", "H", "Pd", "C", "H", "C", "H", "H", "H", "C", "H", "H", "C", "H", "H", "H", "C", "Si", "H", "H", "H", "C", "Cl", "O", "C", "C", "H", "H", "H", "C", "H", "H", "H", "H", "C", "C", "C", "H", "H", "O", "Cl", "H", "H", "H", "H", "H"], "xyz": [[-2.22356, -1.49295, -1.88846], [0.89823, 4.14974, 3.21191], [0.79808, 1.63898, 1.14557], [0.90399, -3.03653, -2.90052], [-0.06442, -0.09597, 1.01113], [-1.01391, 0.75092, -2.24526], [1.71988, -2.52744, -1.40113], [1.17307, 0.00652, -2.34876], [-2.51441, 1.89928, -3.23379], [0.07456, 3.26036, -2.03449], [-3.02664, 1.15492, -1.69098], [0.32409, -1.12952, -2.17480], [0.04474, -3.04988, -1.33254], [2.98041, 0.37819, 3.31141], [-2.19305, 1.64184, -2.21140], [-0.86071, 1.28103, 4.78613], [1.77426, 1.60207, 0.60688], [-2.97861, -0.92565, -1.33475], [1.96696, 0.27159, 3.71941], [0.86953, 1.64873, 3.03797], [2.54151, 3.46750, 3.09665], [0.17487, 2.40605, 0.64750], [1.02843, 2.83842, -3.47521], [2.64775, 0.01137, -2.42983], [2.11451, -0.92657, 0.82097], [-1.96990, 0.56177, 0.96510], [0.34743, 1.16897, -2.35607], [1.54785, 3.32846, 3.55063], [1.64016, 3.38585, 4.64698], [-1.97256, -2.37117, -1.28780], [3.08733, 0.75938, -1.75053], [0.77128, -2.51000, -1.94667], [-1.54135, 2.19962, 3.42210], [2.98074, 0.22651, -3.45745], [-1.75504, -1.69738, 1.18308], [-1.86612, 1.53549, 0.92432], [0.83006, 2.56536, -2.42576], [-1.02750, -0.66952, -2.12234], [-0.86782, 1.37587, 3.69224], [2.01025, 0.34598, 4.81504], [1.75990, 2.69376, -1.85081], [-0.82388, -1.90774, 0.95291], [4.04721, 1.99709, 0.68926], [-1.32271, 0.46605, 3.26566], [-2.66492, -1.82192, -2.83950], [3.04850, -0.96366, -2.13900], [1.59718, -0.72623, 3.44075], [-1.96643, 2.58274, -1.69083]], "nbo_charge": [-0.8280, 0.2180, -1.1235, 0.2160, 1.0615, 0.0697, 0.2652, 0.0881, 0.1868, 0.2239, 0.2369, 0.0993, 0.2505, 0.2732, -1.0677, 0.2074, 0.3043, 0.2444, -1.1297, 1.6501, 0.2722, 0.1925, 0.2268, -0.7000, -0.6127, -1.1259, 0.0971, -1.1193, 0.2050, 0.2403, 0.3018, -0.7046, 0.2227, 0.2166, 0.4483, 0.4343, -0.7403, 0.1068, -1.1358, 0.1981, 0.2660, -0.9639, -0.9515, 0.2642, 0.2115, 0.2343, 0.2533, 0.2161]}



{"formula": "C2HI3O", "method": "ωB97M-V/def2-TZVPD", "total_charge": 0, "orbital_gap_ev": [5.629, 8.325], "total_energy_ev": -28436.116, "homo_ev": [-8.051, -9.257], "symbols": ["H", "O", "I", "I", "I", "C", "C"], "xyz": [[0.25933, 1.55632, -0.91336], [-1.97161, 0.35540, 1.77857], [2.65324, 0.71425, 0.00019], [0.24254, -0.88516, -2.11707], [-1.00435, -2.34505, 0.95276], [-1.02197, -0.04423, 1.20838], [0.84281, 0.64847, -0.90947]], "nbo_charge": [0.1988, -0.4862, 0.2694, 0.2884, -0.0149, 0.4438, -0.6994]}



Result set for energy above the lowest of the compared OMol25 structures with the same formula, charge and spin: 0.0000; 2.1678 eV, one per record in the order listed.